[1]
{"formula": "C43H46FNO7", "method": "ωB97M-V/def2-TZVPD", "species": ["C", "C", "C", "C", "O", "C", "N", "C", "C", "C", "O", "C", "C", "C", "C", "O", "C", "F", "C", "C", "H", "H", "H", "H", "H", "H", "H", "H", "H", "H", "H", "H", "H", "H", "H", "H", "H", "H", "H", "H", "H", "H", "H", "H", "H", "H", "H", "H", "H", "H", "O", "C", "C", "C", "C", "C", "C", "C", "C", "O", "C", "C", "C", "C", "C", "C", "H", "H", "H", "H", "H", "H", "H", "H", "O", "C", "C", "C", "C", "C", "C", "C", "C", "O", "C", "C", "C", "C", "C", "C", "H", "H", "H", "H", "H", "H", "H", "H"], "xyz": [[-4.174089, -1.933479, 6.748236], [-2.952614, -1.106938, 7.175099], [-3.039642, 0.366715, 6.710686], [-3.724917, 1.224520, 7.796835], [-3.052183, 2.427254, 8.090403], [-1.896434, 2.249901, 8.861696], [-1.788892, 3.306888, 9.832707], [-0.749683, 3.382027, 10.564366], [0.647026, 3.577169, 10.017808], [-0.861515, 3.294620, 12.056909], [-3.787753, 0.412669, 5.504539], [-3.175965, 0.935402, 4.341346], [-2.209539, -0.049228, 3.664363], [-0.835538, -0.286115, 4.290522], [0.187693, 0.810948, 3.969146], [-0.315728, -1.497250, 3.670045], [-2.641843, 2.362448, 4.523262], [-3.573055, 3.030084, 5.324535], [-2.554205, 3.109685, 3.191780], [-3.898373, 3.712364, 2.775841], [-5.110904, -1.427319, 6.970791], [-4.118702, -2.167844, 5.687530], [-4.137848, -2.895483, 7.262971], [-2.862738, -1.157924, 8.259836], [-2.081738, -1.596525, 6.730507], [-2.013391, 0.729873, 6.617198], [-3.837308, 0.648538, 8.723516], [-4.729511, 1.456884, 7.446403], [-1.013931, 2.238829, 8.185771], [-1.916804, 1.285640, 9.383246], [0.628825, 3.621799, 8.930940], [1.046610, 4.512939, 10.409384], [1.330873, 2.778357, 10.319309], [-0.515496, 2.307722, 12.369890], [-1.899250, 3.447536, 12.344076], [-0.253969, 4.033522, 12.586845], [-3.999630, 1.056091, 3.631348], [-2.024398, 0.282978, 2.639807], [-2.729072, -1.006508, 3.607798], [-0.872436, -0.497018, 5.357059], [-0.259706, 1.680333, 3.494131], [0.752106, 1.092167, 4.857645], [0.901172, 0.396656, 3.257806], [-0.389741, -2.208869, 4.315910], [-1.706873, 2.390959, 5.085401], [-2.300564, 2.388920, 2.411431], [-1.789761, 3.885488, 3.205444], [-3.795450, 4.121035, 1.769475], [-4.205595, 4.521078, 3.433377], [-4.686670, 2.962148, 2.728525], [1.630824, -3.564367, -3.702096], [1.143504, -2.660261, -3.055891], [0.751482, -1.376207, -3.706043], [0.930657, -1.233000, -5.075571], [0.542972, -0.064499, -5.708331], [-0.028606, 0.968174, -4.972459], [-0.196730, 0.837905, -3.604205], [0.196672, -0.331322, -2.964592], [0.022919, -0.446052, -1.488314], [-0.411497, 0.480337, -0.835749], [0.394766, -1.736822, -0.841952], [0.209231, -1.881336, 0.526031], [0.518955, -3.078809, 1.144770], [1.015881, -4.141669, 0.397786], [1.215518, -4.000846, -0.966011], [0.910311, -2.797794, -1.590864], [1.371147, -2.043329, -5.639805], [0.682294, 0.040941, -6.777329], [-0.341341, 1.877026, -5.469451], [-0.635069, 1.637026, -3.022492], [-0.181677, -1.057173, 1.104751], [0.365984, -3.178000, 2.207766], [1.249788, -5.081249, 0.881360], [1.604964, -4.819418, -1.555459], [5.911650, -2.043674, -12.486512], [4.938170, -1.691753, -11.855772], [4.171080, -0.472387, -12.242484], [4.573263, 0.252174, -13.357439], [3.854254, 1.367113, -13.752650], [2.729473, 1.763263, -13.036989], [2.332823, 1.053566, -11.916729], [3.054016, -0.063092, -11.512172], [2.620063, -0.803133, -10.292899], [1.680814, -0.415490, -9.629715], [3.372723, -2.034384, -9.918489], [2.967853, -2.764101, -8.807763], [3.635929, -3.925700, -8.460332], [4.712813, -4.364864, -9.222785], [5.128787, -3.636330, -10.323943], [4.464582, -2.467367, -10.673772], [5.446454, -0.067274, -13.909240], [4.166863, 1.928293, -14.623358], [2.163106, 2.628867, -13.354358], [1.463016, 1.355949, -11.350225], [2.126230, -2.423636, -8.220563], [3.316131, -4.492276, -7.595609], [5.228955, -5.277184, -8.954555], [5.967148, -3.967526, -10.920991]], "atomic_forces_ev_per_a": [[0.454, -0.255, 0.185], [-0.444, -0.183, -0.565], [-0.078, -0.673, 0.940], [-0.102, -0.106, -0.147], [-0.185, 0.021, 0.078], [0.897, 1.367, -1.539], [-0.967, -1.985, 1.881], [0.434, 0.562, -0.571], [0.091, -0.887, -0.193], [-0.242, 1.365, 0.210], [0.434, 0.252, -0.162], [0.022, 0.228, -0.431], [0.084, 0.216, 0.402], [0.383, -0.446, -0.690], [-0.007, -0.225, 0.086], [-0.021, -0.069, 0.450], [-0.297, 0.120, 0.250], [0.065, 0.046, 0.031], [-0.369, -0.326, -0.196], [0.196, 0.178, -0.243], [-0.070, -0.062, -0.044], [-0.218, 0.224, -0.083], [-0.184, 0.039, 0.121], [0.248, 0.097, 0.004], [0.143, 0.078, 0.153], [-0.095, 0.241, -0.334], [0.067, -0.044, 0.002], [0.066, 0.283, -0.047], [-0.040, -0.226, -0.042], [-0.154, 0.086, 0.189], [0.040, 0.065, -0.011], [-0.054, 0.031, 0.040], [0.055, 0.060, 0.072], [-0.069, -0.091, -0.126], [-0.032, -0.235, 0.048], [0.135, -0.075, -0.028], [-0.170, -0.171, 0.150], [-0.077, -0.092, -0.066], [-0.022, -0.004, -0.008], [-0.194, 0.282, 0.076], [0.009, 0.123, 0.174], [-0.035, 0.222, -0.028], [-0.006, -0.010, -0.031], [-0.054, 0.044, -0.156], [0.052, -0.015, -0.054], [0.348, 0.068, 0.025], [0.064, -0.041, 0.097], [-0.020, 0.037, -0.003], [-0.068, -0.073, 0.084], [-0.043, 0.011, 0.143], [0.000, -0.003, -0.005], [0.040, -0.059, -0.042], [-0.009, -0.018, 0.077], [-0.007, 0.058, -0.130], [-0.005, 0.025, -0.043], [0.017, -0.025, 0.017], [-0.007, 0.065, -0.087], [0.010, -0.060, 0.017], [-0.032, 0.062, 0.045], [-0.013, 0.001, 0.004], [0.022, -0.010, -0.079], [-0.025, 0.003, 0.096], [0.046, -0.139, -0.111], [-0.007, 0.063, -0.042], [0.013, -0.061, 0.085], [-0.029, 0.050, -0.016], [0.000, -0.056, 0.072], [0.002, -0.004, -0.002], [0.008, 0.004, -0.004], [0.019, -0.032, 0.067], [-0.011, 0.020, -0.029], [0.010, 0.011, 0.010], [0.005, -0.002, 0.000], [0.012, 0.045, -0.063], [0.003, -0.003, -0.006], [0.069, -0.021, -0.038], [-0.033, -0.029, 0.056], [-0.006, 0.075, -0.078], [-0.016, -0.004, 0.016], [0.022, -0.014, 0.001], [-0.021, 0.088, -0.056], [0.036, -0.061, 0.002], [-0.056, 0.019, 0.047], [-0.019, 0.002, 0.053], [0.017, 0.041, -0.055], [-0.008, -0.110, 0.098], [0.020, -0.003, -0.017], [-0.014, 0.020, 0.010], [0.026, -0.087, 0.056], [-0.052, 0.050, -0.008], [0.005, -0.065, 0.038], [-0.002, 0.002, -0.003], [0.005, 0.007, 0.001], [0.015, -0.047, 0.056], [-0.025, 0.082, -0.076], [0.001, 0.002, 0.005], [0.003, 0.000, 0.006], [0.004, 0.068, -0.040]]}



[2]
{"formula": "C6H10O", "method": "ωB97M-V/def2-TZVPD", "relative_energy_kcal_mol": 30.1, "species": ["C", "C", "C", "O", "C", "C", "C", "H", "H", "H", "H", "H", "H", "H", "H", "H", "H"], "xyz": [[2.202705, 0.287080, 0.509197], [0.716400, 0.108686, 0.425253], [-0.215058, 1.012360, 0.058741], [-0.077617, 2.303675, -0.332572], [-1.595604, 0.429546, 0.125416], [-1.328179, -0.973774, 0.597155], [-0.004288, -1.132863, 0.758991], [2.553997, 0.295992, 1.548600], [2.534563, 1.226150, 0.047715], [2.730516, -0.523268, -0.006928], [0.860033, 2.536795, -0.302222], [-2.085141, 0.457974, -0.857193], [-2.230227, 0.997994, 0.817475], [-2.100800, -1.713598, 0.770834], [0.493643, -2.039997, 1.091173], [-1.175036, -1.587946, -2.107467], [-1.313504, -1.469831, -2.830053]], "atomic_forces_ev_per_a": [[0.043, 0.036, -0.017], [-0.103, 0.117, -0.054], [-0.052, -0.348, 0.090], [0.244, 0.067, 0.008], [0.041, 0.037, -0.015], [0.125, -0.034, 0.051], [-0.135, -0.008, 0.019], [-0.064, -0.013, -0.141], [-0.056, -0.141, 0.067], [-0.088, 0.112, 0.066], [-0.150, 0.020, -0.030], [0.061, -0.004, 0.125], [0.074, -0.078, -0.070], [0.132, 0.108, -0.034], [-0.091, 0.126, -0.051], [0.004, 0.014, -0.069], [0.015, -0.011, 0.054]]}



[3]
{"formula": "C5H14NO", "method": "ωB97M-V/def2-TZVPD", "total_charge": 1, "relative_energy_kcal_mol": 45.0, "species": ["C", "C", "C", "C", "C", "N", "H", "H", "H", "H", "H", "H", "H", "H", "H", "H", "H", "H", "H", "H", "O"], "xyz": [[0.844291, -0.922578, 1.205009], [1.238742, -0.950025, -0.276249], [0.919737, 0.412328, -0.903096], [-0.556598, 0.773593, -1.089306], [-2.101400, 0.041800, -2.866643], [-1.242231, -0.194258, -1.943858], [1.095565, -1.807725, 1.792781], [1.119857, -0.023290, 1.745519], [-0.249250, -0.953991, 1.292373], [2.332738, -0.922277, -0.282677], [0.956916, -1.830702, -0.851247], [1.279979, 1.269052, -0.330130], [1.390056, 0.477275, -1.893112], [-0.973443, 0.731054, -0.070744], [-0.798133, 1.758646, -1.483364], [-2.661226, -0.807262, -3.230467], [-2.162757, 1.112032, -3.033348], [-1.091914, -1.166839, -1.670219], [0.871849, 1.229603, 4.248418], [-0.189699, 0.891963, 5.292153], [-0.023080, 0.881601, 4.348207]], "atomic_forces_ev_per_a": [[-1.705, -1.026, 0.005], [1.305, 1.585, 1.322], [-0.467, 0.505, -1.716], [0.144, -0.206, 0.708], [1.379, 0.379, 1.821], [-0.878, -0.949, 0.165], [0.588, 0.121, -0.239], [0.464, 0.067, -0.170], [-0.115, 0.182, -0.033], [0.010, -0.462, -0.217], [-0.345, 0.036, 0.064], [0.443, -0.399, 0.236], [0.105, 0.055, 0.164], [-0.504, -0.221, -0.453], [0.459, 0.113, -0.081], [-0.089, 0.326, -0.676], [-0.830, -0.186, -0.814], [0.013, 0.077, -0.048], [-0.171, -0.040, 0.138], [-0.039, 0.003, 0.191], [0.234, 0.038, -0.369]]}



| no. | highest occupied orbital energy (eV) | LUMO (eV) |
| --- | --- | --- |
| 1 | -8.1 | -1.0 |
| 2 | -7.8 | 0.8 |
| 3 | -13.9 | -5.1 |